29
Properties=species:S:1:pos:R:3 method="wB97M-V/def2-TZVPD" orbital_gap_ev=5.4 largest_force_ev_per_a=1.24 energy_ev=-27027.9380 total_charge=0 homo_ev=-7.448 relative_energy_kj_mol=54.7 lumo_energy_ev=-2.052
Rb 2.037 0.524 -34.663
N 0.395 0.566 -30.854
O 0.529 -0.341 -30.028
O -0.229 1.604 -30.607
O 1.027 0.485 -31.955
C 2.762 3.870 -40.891
C 1.897 3.046 -40.189
C 2.404 2.194 -39.220
C 3.751 2.179 -38.913
C 4.611 3.058 -39.573
C 4.108 3.866 -40.566
C 6.058 3.082 -39.245
O 6.812 3.904 -39.723
C 6.561 2.032 -38.310
C 7.916 1.950 -38.086
C 8.428 0.983 -37.225
C 7.545 0.186 -36.507
C 6.185 0.248 -36.723
C 5.695 1.167 -37.638
C 4.230 1.258 -37.854
O 3.453 0.525 -37.273
H 2.467 4.541 -41.685
H 0.824 3.023 -40.332
H 1.686 1.595 -38.675
H 4.774 4.514 -41.122
H 8.583 2.658 -38.559
H 9.486 0.976 -37.004
H 7.926 -0.589 -35.850
H 5.531 -0.408 -36.172